<one>
This record from the Open Molecules 2025 dataset describes C4H6O2 in the gas phase. The level of theory is ωB97M-V with the def2-TZVPD basis set.

The geometry in XYZ format:
```
12
Properties=species:S:1:pos:R:3
C 1.16952 0.09255 -0.63111
C -0.16180 0.56527 0.27292
O -0.31769 1.81293 0.41914
C -0.01053 -0.41309 1.29912
C -1.42147 -0.08314 -0.56162
O -1.40674 -1.06693 -1.23764
H 0.82555 -0.54571 -1.44637
H 1.96189 -0.41554 -0.07878
H 1.52441 1.06537 -0.96621
H -0.00146 -1.46500 1.02413
H 0.11764 -0.14688 2.34920
H -2.27932 0.60017 -0.44279
```

Output
gap between HOMO and LUMO (alpha / beta) = 7.521 / 6.785 eV

Here are the Löwdin charges for atoms 1 to 6, given in e:
1. C 0.06
2. C -0.75
3. O -0.07
4. C 0.22
5. C -0.14
6. O 0.08

<two>
This record from the Open Molecules 2025 dataset describes C4H6O2 in the gas phase. The level of theory is ωB97M-V with the def2-TZVPD basis set.

The geometry in XYZ format:
```
12
Properties=species:S:1:pos:R:3
O 1.70169 1.38154 1.06164
C 1.64266 0.24353 0.22480
C 0.33754 -0.42201 0.35647
C -0.53655 -0.43360 -0.60218
C -1.75170 -0.67361 -0.99857
O -2.77727 0.21027 -0.93478
H 1.57028 1.06109 1.95995
H 2.39222 -0.51908 0.44361
H 1.75714 0.61313 -0.79165
H -1.92700 -1.63074 -1.45726
H 0.04187 -0.87703 1.29794
H -2.45088 1.04652 -0.55996
```

Output
gap between HOMO and LUMO = 9.697 eV

Here are the Löwdin charges for atoms 1 to 6, given in e:
1. O -0.06
2. C -0.29
3. C -0.12
4. C -0.02
5. C -0.21
6. O 0.02

<two> takes first place; second place is 1.959 eV up.

<one>
This record from the Open Molecules 2025 dataset describes C4H6O2 in the gas phase. The level of theory is ωB97M-V with the def2-TZVPD basis set.

The geometry in XYZ format:
```
12
Properties=species:S:1:pos:R:3
C 1.22762 -0.86685 0.03886
C -0.04997 -0.78675 0.79676
O -0.23134 -1.35202 1.85411
C -1.16649 -0.10594 0.08315
C -0.94885 1.30183 -0.26396
O -0.96510 0.30201 -1.26279
H 1.31317 -0.22503 -0.83941
H 2.10386 -0.79064 0.69004
H 0.98087 -1.87538 -0.33084
H -2.14973 -0.49321 0.32686
H 0.03174 1.75013 -0.08686
H -1.79734 1.97712 -0.22760
```

Output
gap between HOMO and LUMO = 10.719 eV

Here are the Löwdin charges for atoms 1 to 6, given in e:
1. C 0.00
2. C -0.44
3. O 0.09
4. C -0.22
5. C -0.09
6. O -0.03

<two>
This record from the Open Molecules 2025 dataset describes a molecular structure, C4H6O2. The level of theory is ωB97M-V with the def2-TZVPD basis set.

The geometry in XYZ format:
```
12
Properties=species:S:1:pos:R:3
C -1.44819 -0.19373 -0.49676
C 0.03851 0.02948 -0.47908
C 0.62324 1.19081 0.02837
O 1.88601 1.21570 0.24661
C 1.12240 -1.00251 0.88472
O 0.71521 -1.97496 1.35886
H -1.69913 -1.17521 -0.07456
H -1.96643 0.56260 0.10328
H -1.85355 -0.16045 -1.51364
H 0.61862 -0.51053 -1.22935
H -0.00060 1.97938 0.47428
H 1.96392 0.03943 0.69727
```

Output
gap between HOMO and LUMO = 9.553 eV

Here are the Löwdin charges for atoms 1 to 6, given in e:
1. C -0.09
2. C -0.24
3. C -0.28
4. O -0.07
5. C -0.04
6. O 0.14

<one> takes first place; second place is 0.895 eV up.